{"formula": "C2H3FS2", "method": "wB97M-V/def2-TZVPD", "e_tot_ev": -26505.1010, "multiplicity": 1, "total_charge": 0, "e_homo_ev": [-8.38, -8.36], "relative_energy_kj_mol": 458.7, "homo_lumo_gap_ev": [4.60, 4.53], "species": ["H", "C", "F", "S", "C", "H", "S", "H"], "xyz": [[-1.635, -0.356, -0.954], [0.379, 0.405, -0.905], [-0.375, 1.048, 2.810], [0.542, -0.299, 2.709], [-0.542, -0.585, -1.032], [-0.320, -1.536, -0.785], [1.989, -0.025, -0.597], [-0.039, 1.347, -1.246]]}

---

{"formula": "C4H6ClN2O2", "method": "wB97M-V/def2-TZVPD", "e_tot_ev": -23834.0315, "multiplicity": 1, "total_charge": 1, "e_homo_ev": -14.88, "relative_energy_kj_mol": 87.5, "homo_lumo_gap_ev": 9.97, "species": ["N", "C", "O", "C", "H", "C", "H", "C", "H", "H", "O", "H", "Cl", "H", "N"], "xyz": [[-0.517, 0.368, 1.141], [-0.129, -0.708, 1.677], [-2.191, -0.688, -0.898], [-1.376, 0.130, -1.123], [-0.356, -0.948, 2.701], [0.664, -1.601, 0.757], [0.210, 1.894, -1.559], [-0.234, 0.498, -0.182], [0.535, 2.410, 0.054], [0.091, -2.532, 0.619], [0.826, -0.927, -0.429], [1.631, -1.838, 1.218], [-1.314, 1.013, -2.657], [1.568, 1.304, -0.707], [0.591, 1.625, -0.613]]}

---

{"formula": "C6H15N2O", "method": "wB97M-V/def2-TZVPD", "e_tot_ev": -11484.4582, "multiplicity": 1, "total_charge": 1, "e_homo_ev": -13.86, "relative_energy_kj_mol": 193.1, "homo_lumo_gap_ev": 10.46, "smiles": "CC(C)(C=O)[C@](C)(N)[NH3+]", "species": ["C", "C", "N", "C", "O", "H", "H", "C", "N", "H", "H", "H", "H", "C", "H", "H", "H", "H", "H", "H", "H", "H", "H", "C"], "xyz": [[-1.729, -0.762, -0.481], [-0.598, -0.461, 0.482], [0.358, -1.819, 0.318], [1.097, 0.133, -1.399], [2.066, 1.995, 0.984], [-2.053, -1.826, -0.395], [-2.522, -0.124, -0.414], [0.287, 0.698, -0.104], [-0.848, -0.349, 1.838], [0.039, -2.039, -0.702], [1.465, 1.021, -1.963], [0.393, -0.430, -2.128], [-1.400, -0.629, -1.486], [1.532, 0.941, 0.765], [-0.092, 2.642, -1.271], [-1.407, 1.767, -0.434], [0.062, 0.042, 2.360], [-1.461, -0.967, 2.283], [-0.371, 2.628, 0.621], [2.064, -0.390, -1.091], [1.389, -1.574, 0.481], [2.050, -0.025, 1.035], [0.027, -2.523, 1.040], [-0.347, 2.051, -0.337]]}

---

{"formula": "C15H35AsF6N5O5", "method": "wB97M-V/def2-TZVPD", "e_tot_ev": -110960.1372, "multiplicity": 1, "total_charge": -1, "e_homo_ev": -7.44, "homo_lumo_gap_ev": 9.18, "species": ["H", "O", "H", "O", "H", "H", "C", "H", "H", "F", "N", "H", "H", "C", "N", "F", "F", "F", "H", "H", "C", "C", "H", "H", "C", "H", "F", "N", "C", "C", "H", "H", "C", "H", "C", "H", "As", "O", "N", "H", "H", "H", "H", "H", "C", "H", "C", "H", "H", "H", "N", "C", "H", "C", "H", "H", "H", "H", "C", "O", "F", "H", "C", "H", "O", "H", "H"], "xyz": [[15.591, -15.068, 9.274], [16.114, -14.443, 12.153], [11.744, -20.958, 0.573], [17.132, -24.518, 11.605], [19.514, -23.169, 9.717], [20.425, -16.046, -5.896], [22.881, -14.043, 5.308], [21.355, -17.488, -5.837], [10.808, -18.301, 2.192], [17.177, -18.123, 5.831], [9.616, -19.559, 1.159], [21.206, -13.046, 4.580], [16.628, -23.892, 14.013], [21.410, -12.660, 2.077], [22.062, -13.458, 4.237], [15.162, -17.176, 4.707], [16.062, -17.860, 2.448], [17.371, -16.427, 3.880], [11.259, -19.937, 2.265], [17.552, -22.379, 13.821], [10.838, -21.518, 0.341], [16.168, -17.069, 12.926], [18.908, -21.525, 9.654], [10.698, -22.268, 1.120], [16.253, -15.331, 11.331], [21.976, -15.909, -4.986], [15.887, -19.564, 4.272], [20.511, -16.988, -4.083], [19.806, -17.099, -1.758], [16.440, -14.834, 9.918], [22.953, -13.195, 5.989], [17.784, -22.990, 9.589], [22.320, -13.507, 2.967], [17.324, -15.183, 9.384], [18.680, -22.531, 10.008], [17.104, -17.173, 13.475], [16.649, -18.012, 4.161], [8.840, -20.677, -0.573], [18.503, -22.610, 11.507], [20.076, -18.055, -1.309], [18.455, -23.894, 14.050], [21.498, -11.636, 2.440], [15.646, -18.024, 12.978], [18.798, -21.772, 11.986], [17.550, -23.452, 13.633], [21.757, -12.700, 1.044], [10.377, -19.297, 2.290], [23.938, -14.244, 5.131], [16.368, -13.746, 9.938], [9.830, -19.525, 3.206], [16.275, -16.614, 11.562], [9.726, -20.540, 0.283], [19.503, -16.377, -1.001], [17.668, -23.520, 12.124], [20.364, -12.959, 2.134], [16.030, -17.284, 10.847], [19.741, -17.602, -4.307], [18.878, -17.392, -2.248], [21.161, -16.568, -5.285], [23.203, -14.212, 2.447], [18.194, -18.838, 3.567], [8.830, -18.924, 1.169], [20.800, -16.762, -2.811], [22.342, -14.912, 5.684], [21.928, -16.289, -2.500], [10.847, -21.960, -0.655], [15.610, -16.300, 13.460]]}

---

no.,molar mass (Da)
1,110.18
2,149.56
3,131.20
4,554.39